## w
Molecular formula: CHClNOP
Method: DFT, ωB97M-V/def2-TZVPD

Output
net charge: 0
M: 109.5 g mol⁻¹
Kohn-Sham gap (spin up / spin down): 0.186 / 0.186 Eh

Each line ends with the Löwdin charge.
Geometry (Å):
C (1.31, -0.96, -0.91)  -0.646
N (1.57, 0.18, -0.74)  0.086
O (1.06, -2.13, -0.98)  0.009
P (-1.25, 0.15, 1.12)  0.552
Cl (-0.94, 2.03, 1.59)  0.159
H (-1.75, 0.72, -0.09)  -0.160

---

## x
Molecular formula: CHClNOP
Method: DFT, ωB97M-V/def2-TZVPD

Output
SMILES string: N#COPCl
net charge: 0
M: 109.5 g mol⁻¹
Kohn-Sham gap: 0.388 Eh

Each line ends with the Löwdin charge.
Geometry (Å):
N (-2.50, -1.30, -0.06)  0.145
C (-1.48, -0.81, 0.11)  -0.437
O (-0.24, -0.46, 0.29)  -0.356
P (0.93, 0.44, -0.68)  0.535
Cl (1.21, 2.11, 0.32)  0.204
H (2.09, 0.01, 0.03)  -0.090

---

Most stable one: x, least stable one: w.